Entry 1:
Computed, not measured: a structure of composition C4H8O3P, with wB97M-V/def2-TZVPD.

As for the net charge: -1. The value obtained for the HOMO energy (spin up / spin down) is -0.118 / -0.118 Eh. The value obtained for the HOMO-LUMO gap (spin up / spin down) is 6.43 / 6.43 eV.

The geometry in XYZ format:
```
16
C4H8O3P wB97M-V/def2-TZVPD
P 1.734 0.466 -0.007
O -0.973 -1.333 0.164
O 2.192 0.960 -1.358
O 1.959 1.232 1.287
C 2.087 -1.301 0.148
C -0.844 0.971 -0.680
C -1.598 -0.208 0.048
C -2.796 0.109 0.625
H 2.159 -1.742 -0.830
H -0.503 0.751 -1.631
H 0.128 0.926 -0.223
H -1.234 1.877 -0.687
H -3.393 -0.710 1.125
H 1.302 -1.788 0.662
H -3.348 1.004 0.642
H 3.128 -1.213 0.714
```

---

Entry 2:
Computed, not measured: a structure of composition C40H36BCrN5P2, with wB97M-V/def2-TZVPD.

The spin multiplicity is 5. The value obtained for the HOMO energy (spin up / spin down) is -0.276 / -0.280 Eh. As for the expectation value of S²: 6.0335. The value obtained for the HOMO-LUMO gap (spin up / spin down) is 8.10 / 7.88 eV.

The geometry in XYZ format:
```
85
C40H36BCrN5P2 wB97M-V/def2-TZVPD
Cr -0.264 -1.804 0.210
P -2.403 1.560 -0.302
P 0.365 0.570 0.403
N -2.354 -2.107 -0.120
N -0.253 -3.911 0.139
N -2.686 -2.828 -1.216
N -0.819 -4.497 -0.942
N -0.848 1.801 0.409
C 2.657 -2.397 -0.421
C -4.587 -2.192 -0.276
C -1.607 1.571 -4.850
C -0.622 -5.816 -0.889
C 2.724 2.067 -3.273
C 2.103 -1.580 4.305
C 2.724 0.940 1.887
C -4.207 3.651 -0.687
C -2.672 3.983 1.130
C -2.326 0.479 -2.833
C -4.015 -2.897 -1.325
C -2.111 1.655 -2.107
C -1.651 2.791 -2.776
C 0.301 -4.877 0.869
C -4.850 4.836 -0.365
C -3.102 3.214 0.051
C 4.597 -2.478 1.017
C 1.990 2.384 -1.004
C 1.463 0.349 -2.164
C -4.406 5.601 0.710
C -3.495 -1.715 0.445
C 1.339 1.088 1.858
C 1.393 1.918 4.122
C 3.436 1.276 3.027
C 2.380 -1.968 1.910
C 1.388 1.124 -1.014
C -1.396 2.750 -4.136
C 3.498 -1.751 4.498
C -2.074 0.437 -4.202
C 4.047 -2.610 -0.224
C 2.126 0.817 -3.293
C 1.575 -1.686 3.053
C 2.655 2.852 -2.126
C 3.768 -2.164 2.123
C 2.772 1.769 4.145
C 4.303 -2.039 3.436
C 1.795 -2.047 0.597
C -3.318 5.173 1.454
C 0.090 -6.114 0.264
C 0.676 1.572 2.982
B -1.560 -3.590 -1.995
H -0.758 -2.766 -2.439
H -3.479 -1.109 1.336
H -5.700 5.165 -0.951
H 4.674 -2.870 -1.069
H 1.462 -1.369 5.153
H 3.919 -1.651 5.492
H -5.633 -2.036 -0.075
H -2.696 -0.409 -2.324
H 3.121 3.830 -2.106
H -4.465 -3.446 -2.137
H 3.246 0.542 1.024
H -1.829 3.651 1.724
H 0.508 -1.547 2.911
H -0.402 1.676 2.966
H 1.954 3.000 -0.111
H 0.872 2.303 4.989
H -2.243 -0.480 -4.754
H 0.830 -4.634 1.778
H 4.511 1.148 3.045
H 2.274 -2.533 -1.430
H -1.038 3.636 -4.647
H 5.663 -2.609 1.174
H 2.167 0.205 -4.185
H -1.494 3.715 -2.228
H -0.992 -6.454 -1.676
H 0.413 -7.082 0.606
H -0.440 2.705 0.184
H -2.970 5.762 2.294
H 0.986 -0.626 -2.190
H -1.406 1.545 -5.914
H -2.071 -4.287 -2.842
H 5.369 -2.183 3.578
H 3.244 2.433 -4.150
H -4.910 6.525 0.964
H -4.560 3.061 -1.527
H 3.331 2.029 5.035
```

---

Entry 3:
Computed, not measured: a structure of composition C30H47Br36N2O4, with wB97M-V/def2-TZVPD.

As for the net charge: -1. The value obtained for the HOMO energy is -0.181 Eh. The value obtained for the HOMO-LUMO gap is 5.73 eV.

The geometry in XYZ format:
```
119
C30H47Br36N2O4 wB97M-V/def2-TZVPD
Br -7.057 2.868 2.872
Br 3.388 10.325 -5.219
Br -5.334 -6.667 4.278
Br -2.090 -2.106 -2.089
Br -3.687 -0.477 -4.330
Br -7.266 -5.367 2.102
Br -5.349 2.596 -8.958
Br -8.860 5.671 -4.424
Br 10.686 -6.975 6.454
Br 2.010 -4.113 -2.578
Br -1.956 1.070 -2.125
Br -1.371 3.060 4.657
Br 8.877 -4.476 5.649
Br 1.214 7.448 -7.119
Br -6.472 4.666 -2.589
Br 2.544 4.983 -8.647
Br -2.247 1.579 7.363
Br 3.228 10.137 -2.043
Br 5.215 -4.818 5.071
Br 4.123 6.419 -6.273
Br -4.580 1.046 2.047
Br -1.884 8.980 -3.739
Br -1.342 4.634 7.436
Br 3.620 -7.430 5.966
Br 0.721 11.164 -3.730
Br 4.581 -2.242 -2.287
Br -6.094 4.854 -5.775
Br -6.541 4.112 -11.500
Br -2.182 5.821 -3.493
Br 8.085 -6.302 8.167
Br -3.550 7.347 -5.921
Br -4.942 5.738 -9.271
Br -5.275 3.679 0.365
Br 6.502 -7.697 4.620
Br -6.322 -3.661 4.620
Br 1.660 -0.982 -2.114
O 0.430 5.063 1.645
O 0.048 2.975 2.382
O 1.356 5.744 -3.982
O -2.344 -7.665 1.071
N 0.702 3.978 -0.908
N -0.265 3.166 -1.558
C 2.267 -5.057 1.476
C 1.994 -6.235 2.413
C 1.505 1.827 0.099
C -6.945 5.584 -4.211
C 1.958 -2.597 2.353
C 1.033 -8.618 2.445
C -3.032 -0.480 -2.512
C 1.656 4.516 -1.840
C 1.331 3.340 0.261
C -3.516 -6.978 1.437
C 5.353 -6.620 5.729
C 2.643 11.080 -3.615
C 2.899 -3.811 2.169
C 2.394 5.930 -6.973
C 2.271 -1.469 1.349
C -2.192 3.250 6.389
C -6.095 4.238 -9.630
C 1.833 -7.569 1.634
C -0.467 -8.710 2.100
C 0.534 3.786 1.545
C 2.752 -2.359 -2.889
C 1.405 -0.215 1.645
C -6.760 -5.410 3.962
C 9.515 -5.585 7.091
C -3.020 7.462 -4.069
C 0.834 5.493 -2.748
C -1.239 -7.404 1.958
C 1.547 6.944 -2.968
C 2.155 1.110 1.302
C -5.290 2.834 2.097
H 1.304 -4.755 1.047
H 1.946 5.253 -6.260
H -0.674 -6.577 1.518
H -3.987 -7.424 2.323
H 2.019 -1.873 0.361
H 0.923 -2.903 2.165
H 10.099 -4.951 7.741
H 1.230 -8.494 3.513
H -0.663 -9.306 1.209
H -6.592 6.601 -4.116
H 0.537 7.396 -2.673
H -3.915 7.606 -3.481
H 1.130 -0.263 2.702
H -1.635 -7.042 2.915
H -0.940 -9.247 2.930
H 2.325 3.769 0.409
H -7.017 4.412 -9.093
H 1.244 -7.382 0.729
H 0.455 -0.270 1.107
H 2.759 -2.201 -3.957
H 1.452 -9.596 2.179
H 2.168 1.626 -0.756
H 3.237 -4.110 3.166
H 2.403 5.152 -1.385
H 3.335 -1.225 1.319
H 2.109 1.721 2.204
H -3.377 -5.901 1.599
H -7.618 -5.756 4.518
H 2.071 3.768 -2.542
H -0.031 2.991 -2.531
H 2.830 -7.912 1.364
H 5.813 -6.567 6.702
H 3.782 -3.518 1.596
H -4.216 -7.079 0.604
H 0.572 1.303 -0.104
H -3.897 -0.440 -1.864
H 2.891 -6.373 3.031
H -1.146 3.664 -1.498
H 3.211 0.866 1.150
H 2.919 -5.320 0.640
H -3.216 3.559 6.237
H 1.608 7.597 -3.850
H 1.175 -6.042 3.110
H -4.646 3.420 2.740
H 1.977 -2.194 3.368
H -0.266 5.501 -2.649
H 3.006 12.094 -3.529
```